Density functional theory data (ωB97M-V/def2-TZVPD) for a structure of composition C8H8Cl4CuF12MgO12S4.

Calculated values
Energy relative to the best compared isomer or geometry (same formula, charge and spin) in kcal/mol: 0.00
Electronic energy in hartree: -7685.0789
Expectation value of S²: 0.764
Multiplicity: 2

Cartesian coordinates (Å):
Cu: -3.149130 1.335372 -0.137396
Mg: 0.922846 -1.677176 0.582149
C: 0.456224 0.851072 4.398649
F: 1.710556 1.221059 4.329503
F: 0.088454 0.815581 5.662565
F: -0.326739 1.630802 3.696343
S: 0.257393 -0.919785 3.744239
O: -1.133886 -1.234496 4.026173
O: 0.573260 -0.956821 2.338566
O: 1.221861 -1.744955 4.503934
C: 4.297813 -4.044549 0.753804
F: 4.471126 -3.907565 -0.551023
F: 3.221388 -4.810055 0.972475
F: 5.333492 -4.652440 1.302706
S: 4.041308 -2.369054 1.555013
O: 5.226397 -1.610543 1.264858
O: 2.816425 -1.848156 0.894936
O: 3.810490 -2.633915 2.965265
C: -2.738946 -3.377113 -1.107838
F: -2.063559 -3.178575 -2.219506
F: -4.059947 -3.398889 -1.325012
F: -2.431703 -4.536145 -0.521680
S: -2.359874 -2.001801 0.140645
O: -3.074898 -0.810336 -0.311160
O: -2.782240 -2.508611 1.430469
O: -0.916404 -1.776165 0.046237
C: 1.221179 1.930463 -2.047152
F: 0.886067 1.125782 -3.041031
F: 2.532760 1.895691 -1.892878
F: 0.852540 3.166040 -2.305363
S: 0.432852 1.344439 -0.441178
O: 0.909910 2.234547 0.583876
O: -1.023348 1.411727 -0.586097
O: 0.933101 -0.024782 -0.278738
Cl: -2.631232 3.581270 1.354077
C: -1.418882 4.677302 2.106514
C: -0.433115 5.173658 1.093243
Cl: -1.154532 6.439319 0.029137
H: -0.852493 4.102853 2.839179
H: -1.996415 5.434456 2.625558
H: -0.069184 4.358969 0.469697
H: 0.451460 5.647936 1.512261
Cl: -2.551974 0.315857 -3.374141
C: -2.056786 0.001178 -5.072379
C: -0.938473 -1.026873 -5.056921
Cl: -0.605465 -1.561862 -6.708571
H: -1.771148 0.925118 -5.564469
H: -2.940382 -0.410465 -5.550513
H: -1.182848 -1.928227 -4.498531
H: -0.005295 -0.671141 -4.630496

Atoms 1-3, force components in eV/Å:
Cu 1.0 -0.6 0.0
Mg 0.6 -0.2 -0.2
C 0.4 -1.3 -0.2



Density functional theory data (ωB97M-V/def2-TZVPD) for the molecule C8H8ClNO.

Calculated values
Energy relative to the best compared isomer or geometry (same formula, charge and spin) in kcal/mol: 53.71
Electronic energy in hartree: -899.7517
SMILES: N#C/C(O)=C/C/C=C\C=C\Cl

Cartesian coordinates (Å):
N: 2.523105 1.018640 3.059082
C: 1.812447 1.161656 2.171664
C: 0.896641 1.332210 1.098506
O: 1.293459 2.217714 0.143206
C: -0.245735 0.630763 1.092055
C: -1.313382 0.779776 0.039937
C: -0.838042 0.493795 -1.363580
C: -0.105922 -0.546013 -1.757382
C: 0.396808 -1.658146 -0.961861
C: -0.302759 -2.360052 -0.077559
Cl: 0.375015 -3.685875 0.781944
H: 0.630209 2.235204 -0.559060
H: -0.428587 -0.056128 1.901410
H: -1.705599 1.803758 0.072616
H: -2.147556 0.118557 0.281582
H: -1.128454 1.222529 -2.110876
H: 0.209310 -0.585805 -2.792524
H: 1.414417 -1.954836 -1.185484
H: -1.335375 -2.167747 0.166324

Atoms 1-3, force components in eV/Å:
N 0.2 -0.1 0.2
C 0.4 0.1 0.2
C -1.0 -0.4 -0.6



Density functional theory data (ωB97M-V/def2-TZVPD) for a structure of composition C8H8ClNO.

Calculated values
Energy relative to the best compared isomer or geometry (same formula, charge and spin) in kcal/mol: 125.77
Electronic energy in hartree: -899.6368

Cartesian coordinates (Å):
C: 2.953834 -0.534482 -0.047857
C: 0.889107 0.222114 -0.015519
C: 0.314292 -1.078523 0.006407
C: -1.076541 -1.135272 0.159242
C: -2.021010 -0.082963 0.315045
C: -3.523715 -0.086126 -0.109454
C: -1.480619 1.086543 0.104935
C: -0.100693 1.210399 0.055576
H: 2.698071 -1.230975 -0.804756
H: 4.048178 -0.221005 -0.462655
H: 3.307148 -1.031769 1.114453
H: 2.447776 1.431807 0.691880
H: 0.859325 -1.954981 0.180154
H: -1.702419 -1.986380 -0.044431
H: -4.084336 -0.935067 -0.846537
H: -1.975767 2.066862 0.052522
N: 2.132147 0.490039 -0.256539
O: -4.158070 1.006948 -0.097029
Cl: 0.473292 2.762823 0.004561

Atoms 1-3, force components in eV/Å:
C 8.5 -3.1 1.1
C -6.4 -1.6 0.2
C -2.2 1.6 1.1



Density functional theory data (ωB97M-V/def2-TZVPD) for the molecule C8H8FNO.

Calculated values
Energy relative to the best compared isomer or geometry (same formula, charge and spin) in kcal/mol: 112.86
Electronic energy in hartree: -539.3298
SMILES: C#C/C=C\C(=O)N[C@H]1C[C@H]1F

Cartesian coordinates (Å):
C: -1.528928 2.802571 -0.398215
C: -0.961234 2.239198 0.492639
C: -0.150849 1.631527 1.463331
C: -0.329430 0.355758 1.901550
C: -1.215409 -0.658763 1.265997
O: -2.305188 -1.089941 1.629112
N: -0.756253 -1.050110 0.005223
C: 0.393835 -0.498644 -0.716717
C: 1.748026 -1.261793 -0.688297
C: 0.975995 -1.131343 -1.920462
F: 0.526535 -2.277867 -2.376123
H: -2.350535 3.321571 -0.862094
H: 0.446197 2.403585 1.930391
H: 0.055510 -0.070904 2.865873
H: -0.998784 -2.013882 -0.292208
H: 0.373503 0.672848 -0.636560
H: 1.884101 -2.253574 -0.288185
H: 2.651408 -0.601649 -0.540974
H: 1.541500 -0.518587 -2.834280

Atoms 1-3, force components in eV/Å:
C -1.5 0.7 0.0
C 0.3 -0.4 -0.9
C -0.5 -1.2 1.5



Number 1: maximum force 0.041 Eh/bohr. Number 2: maximum force 0.024 Eh/bohr. Number 3: maximum force 0.178 Eh/bohr. Number 4: maximum force 0.095 Eh/bohr.